C31H31AsGaGeN4O7S2 | the ωB97M-V functional and the def2-TZVPD basis

Cartesian coordinates (Å):
Ga1 0.086 0.525 -0.199
S1 0.679 -1.054 2.007
C1 0.183 -0.756 3.557
N1 0.114 0.418 4.183
C2 -0.064 0.418 5.619
C3 -0.782 -0.884 5.958
S2 -0.319 -2.050 4.632
H1 0.382 1.260 3.692
H2 -0.650 1.287 5.920
H3 0.909 0.458 6.119
H4 -1.864 -0.770 5.938
H5 -0.473 -1.294 6.916
C4 -1.551 -2.075 -2.432
As1 -0.790 -2.699 -0.736
C5 -1.057 -4.631 -1.040
C6 -2.446 -2.374 0.303
H6 -2.556 -2.477 -2.572
H7 -0.928 -2.386 -3.270
H8 -1.600 -0.985 -2.419
H9 -2.098 -4.859 -1.273
H10 -0.761 -5.188 -0.151
H11 -0.419 -4.939 -1.867
H12 -3.322 -2.777 -0.210
H13 -2.578 -1.297 0.427
H14 -2.380 -2.821 1.296
O1 4.774 2.704 -5.542
N2 4.353 1.561 -5.620
O2 4.544 0.839 -6.588
C7 3.585 1.039 -4.511
C8 3.191 -0.279 -4.536
C9 2.457 -0.793 -3.472
C10 2.011 0.021 -2.381
O3 1.172 -0.430 -1.516
C11 2.505 1.377 -2.382
C12 3.270 1.864 -3.438
N3 2.229 2.253 -1.348
O4 1.580 1.847 -0.278
O5 2.601 3.448 -1.405
N4 2.110 -2.188 -3.560
O6 2.111 -2.701 -4.675
O7 1.905 -2.831 -2.547
H15 3.461 -0.918 -5.360
H16 3.598 2.890 -3.410
C13 -1.414 1.661 -0.682
Ge1 -1.956 2.753 0.835
C14 -3.315 4.003 0.132
C15 -3.462 4.111 -1.250
C16 -4.338 5.034 -1.803
C17 -5.076 5.872 -0.978
C18 -4.951 5.766 0.401
C19 -4.081 4.834 0.947
C20 -0.568 3.893 1.694
C21 -0.725 5.269 1.841
C22 0.290 6.049 2.382
C23 1.481 5.466 2.786
C24 1.665 4.100 2.625
C25 0.649 3.334 2.076
C26 -2.799 1.733 2.325
C27 -2.457 1.964 3.655
C28 -3.005 1.200 4.678
C29 -3.899 0.181 4.382
C30 -4.254 -0.058 3.060
C31 -3.708 0.713 2.045
H17 -2.873 3.460 -1.888
H18 -4.446 5.108 -2.878
H19 -5.749 6.605 -1.406
H20 -5.532 6.413 1.049
H21 -3.992 4.745 2.026
H22 -1.644 5.742 1.515
H23 0.155 7.119 2.478
H24 2.275 6.078 3.196
H25 2.608 3.641 2.902
H26 0.823 2.284 1.865
H27 -1.765 2.768 3.888
H28 -2.745 1.409 5.711
H29 -4.323 -0.421 5.177
H30 -4.961 -0.845 2.828
H31 -3.984 0.524 1.013

Cartesian forces, eV/Å:
Ga 0.89 1.08 -1.29
S 0.13 -0.31 -0.30
C -0.19 0.48 0.31
N 0.23 -0.16 -0.23
C 0.00 -0.02 0.18
C -0.06 -0.21 -0.15
S 0.16 0.09 -0.02
H 0.01 0.02 -0.06
H 0.09 -0.05 0.00
H 0.00 0.03 -0.04
H 0.06 0.04 0.02
H 0.04 0.05 0.03
C -0.01 0.00 -0.08
As -0.52 -0.03 0.07
C 0.06 0.06 0.05
C 0.01 -0.08 0.00
H 0.00 -0.01 0.02
H 0.09 -0.01 0.02
H -0.01 -0.01 0.01
H 0.00 0.06 -0.03
H 0.00 0.03 0.00
H 0.01 0.01 -0.01
H 0.03 -0.02 -0.03
H 0.07 -0.04 -0.03
H 0.08 0.01 0.00
O -0.08 -0.13 0.04
N 0.29 0.20 -0.40
O -0.04 0.05 0.17
C -0.31 -0.35 0.43
C 0.15 -0.05 -0.13
C -0.11 0.95 0.40
C 0.00 -0.05 -0.23
O -0.37 -0.41 0.28
C 0.14 -0.18 -0.26
C -0.01 0.06 0.00
N -0.05 0.12 -0.30
O -0.22 -0.28 0.92
O -0.01 -0.07 0.09
N 0.16 -0.80 -0.18
O -0.16 0.16 0.04
O -0.10 0.24 0.13
H -0.03 -0.01 -0.01
H -0.02 0.01 0.01
C 0.10 -0.59 0.63
Ge -0.04 -0.01 -0.08
C 0.11 -0.05 0.07
C 0.05 -0.03 -0.02
C -0.06 0.07 0.01
C -0.02 -0.01 -0.02
C -0.04 0.04 0.06
C 0.02 -0.11 0.03
C -0.16 -0.12 -0.27
C -0.06 0.01 0.05
C -0.02 0.06 0.04
C 0.02 -0.01 0.00
C 0.02 -0.02 0.10
C -0.08 -0.16 0.06
C 0.21 0.16 -0.17
C -0.17 0.12 -0.04
C -0.19 0.10 0.02
C 0.01 0.03 -0.01
C -0.03 -0.04 0.00
C -0.01 0.03 -0.02
H -0.01 0.01 -0.01
H 0.03 -0.01 0.00
H -0.01 -0.01 0.00
H 0.00 -0.01 0.00
H -0.03 0.06 0.00
H 0.02 0.03 0.00
H -0.01 0.00 0.00
H 0.00 0.00 0.00
H -0.03 0.00 -0.06
H 0.12 0.03 0.13
H 0.02 -0.01 0.05
H -0.09 0.02 -0.03
H -0.03 0.00 0.01
H 0.03 -0.02 -0.03
H -0.03 -0.04 0.03

Results
- net charge = -1
- orbital gap (spin up / spin down) (eV) = 6.909 / 5.506
- multiplicity = 1
- M (u) = 853.0



C31H31AuN5OS2 | the ωB97M-V functional and the def2-TZVPD basis

Cartesian coordinates (Å):
Au1 -0.374 0.499 -0.533
O1 -2.427 0.521 -0.306
C1 -3.108 1.478 0.277
C2 -4.215 1.099 1.067
C3 -5.061 2.026 1.628
C4 -4.840 3.395 1.443
C5 -3.744 3.784 0.705
C6 -2.857 2.864 0.129
C7 -1.678 3.371 -0.591
N1 -0.767 2.687 -1.261
C8 0.183 3.589 -1.706
C9 -0.169 4.840 -1.328
N2 -1.342 4.687 -0.617
H1 -4.366 0.036 1.202
H2 -5.900 1.690 2.226
H3 -5.506 4.133 1.868
H4 -3.585 4.848 0.558
H5 1.054 3.270 -2.254
H6 0.305 5.797 -1.463
H7 -1.849 5.421 -0.159
S1 -0.390 -0.750 1.536
C10 0.949 -1.882 1.648
S2 1.288 -2.899 0.344
C11 1.654 -1.854 2.854
C12 1.420 -0.834 3.840
N3 1.234 -0.013 4.635
C13 2.674 -2.825 3.138
N4 3.504 -3.577 3.412
C14 2.660 2.495 3.215
C15 3.042 2.225 1.779
C16 4.210 2.746 1.219
C17 4.559 2.459 -0.100
C18 5.842 2.993 -0.697
C19 3.726 1.667 -0.874
C20 2.521 1.141 -0.353
C21 2.222 1.435 0.996
N5 1.619 0.373 -1.055
C22 1.888 -0.232 -2.372
C23 3.151 -1.114 -2.317
C24 3.384 -1.786 -3.675
C25 3.516 -0.713 -4.765
C26 2.220 0.104 -4.857
C27 1.049 -0.831 -5.175
C28 0.921 -1.871 -4.057
C29 2.203 -2.708 -3.996
C30 0.708 -1.167 -2.714
C31 1.965 0.806 -3.517
H8 3.422 3.090 3.720
H9 2.521 1.567 3.773
H10 1.714 3.038 3.269
H11 4.866 3.364 1.825
H12 6.324 3.705 -0.025
H13 5.657 3.498 -1.647
H14 6.552 2.187 -0.892
H15 4.024 1.475 -1.893
H16 1.335 0.994 1.442
H17 2.990 -1.867 -1.540
H18 4.034 -0.542 -2.027
H19 4.305 -2.370 -3.625
H20 3.727 -1.185 -5.731
H21 4.360 -0.052 -4.537
H22 2.316 0.858 -5.641
H23 1.217 -1.330 -6.136
H24 0.123 -0.253 -5.262
H25 0.064 -2.518 -4.249
H26 2.366 -3.217 -4.952
H27 2.113 -3.476 -3.222
H28 0.586 -1.892 -1.903
H29 -0.220 -0.580 -2.765
H30 1.010 1.344 -3.549
H31 2.744 1.549 -3.342

Cartesian forces, eV/Å:
Au 0.05 0.10 0.98
O 0.61 -0.08 0.10
C -0.01 0.17 -0.02
C 0.01 -0.02 -0.07
C 0.01 0.12 0.02
C 0.02 -0.20 -0.03
C 0.02 0.05 -0.03
C 0.20 0.12 -0.06
C -0.24 0.01 0.17
N 0.57 -0.48 -0.04
C 0.02 -0.20 -0.13
C -0.12 -0.15 0.14
N -0.03 0.04 -0.10
H -0.02 0.03 0.00
H 0.01 0.00 -0.02
H 0.02 -0.03 0.00
H -0.01 -0.06 0.04
H -0.05 -0.05 0.08
H -0.03 -0.06 0.00
H 0.02 -0.02 -0.02
S -0.45 0.42 -1.00
C 0.69 -0.36 -0.82
S -0.09 0.01 0.63
C -0.06 0.19 0.26
C 0.00 -0.26 -0.04
N 0.00 -0.45 -0.15
C -0.26 0.29 0.01
N -0.10 0.06 -0.02
C 0.18 0.00 -0.11
C 0.07 0.07 -0.04
C 0.19 0.03 -0.11
C 0.00 0.14 0.48
C -0.09 -0.02 0.07
C -0.35 -0.12 -0.05
C -0.10 0.05 0.30
C 0.11 0.08 -0.13
N -0.76 0.14 -0.14
C -0.24 0.07 0.28
C -0.06 -0.07 -0.06
C -0.08 0.09 0.01
C -0.01 -0.01 0.03
C -0.02 -0.07 0.08
C 0.05 0.00 0.04
C 0.07 0.04 0.01
C 0.02 0.08 0.03
C 0.11 -0.06 0.02
C 0.02 -0.12 0.05
H 0.03 0.04 -0.03
H 0.05 0.22 -0.13
H -0.03 0.01 0.00
H 0.00 0.01 0.00
H -0.03 -0.01 0.01
H -0.02 0.00 -0.01
H -0.01 -0.03 0.01
H -0.01 -0.03 -0.02
H 0.20 0.19 -0.05
H 0.03 0.07 -0.02
H -0.08 0.00 -0.05
H 0.05 -0.05 -0.01
H 0.00 -0.01 -0.03
H -0.03 -0.02 0.00
H 0.01 0.04 -0.08
H -0.01 0.00 0.00
H 0.01 0.00 0.01
H -0.05 -0.06 -0.03
H -0.01 0.00 -0.02
H 0.00 0.02 0.00
H 0.05 0.05 -0.10
H -0.04 0.06 -0.13
H -0.01 -0.02 -0.03
H 0.01 -0.01 0.03

Results
- net charge = -1
- orbital gap (eV) = 5.018
- multiplicity = 1
- M (u) = 750.7



C31H31BCuN10OSSi | the ωB97M-V functional and the def2-TZVPD basis

Cartesian coordinates (Å):
Cu1 -1.804 -0.488 -0.980
C1 -2.215 -3.493 2.297
C2 -1.657 -3.150 1.056
N1 -1.768 -1.848 0.832
N2 -2.406 -1.333 1.903
C3 -2.682 -2.303 2.804
B1 -2.750 0.163 1.925
N3 -3.763 0.524 0.831
C4 -4.807 1.378 0.908
C5 -5.390 1.463 -0.334
C6 -4.612 0.626 -1.141
N4 -3.636 0.067 -0.440
N5 -1.389 0.919 1.615
C7 -0.309 0.895 2.303
C8 0.702 1.755 1.649
C9 -0.013 2.007 0.354
N6 -1.246 1.629 0.402
N7 -3.248 0.586 3.296
C10 -4.440 0.280 3.868
C11 -4.407 0.712 5.168
C12 -3.124 1.274 5.312
N8 -2.429 1.191 4.191
H1 -2.271 -4.465 2.755
H2 -1.177 -3.782 0.324
H3 -3.179 -2.078 3.733
H4 -5.064 1.864 1.833
H5 -6.252 2.042 -0.614
H6 -4.710 0.409 -2.192
H7 -0.234 0.338 3.223
H8 1.749 1.466 1.603
H9 0.009 2.497 -1.714
H10 -5.216 -0.220 3.311
H11 -5.190 0.640 5.902
H12 -2.684 1.736 6.181
N9 0.707 -4.466 -4.202
C13 0.308 -3.482 -3.404
N10 -0.633 -2.640 -3.785
S1 1.026 -3.378 -1.826
H13 0.327 -4.596 -5.125
H14 1.443 -5.077 -3.893
H15 -0.975 -2.649 -4.734
H16 -0.747 -1.768 -3.225
O1 -0.220 -0.531 -2.080
Si1 1.228 -1.126 -1.845
C14 2.106 -0.876 -0.212
C15 1.646 -1.482 0.961
C16 2.302 -1.291 2.171
C17 3.430 -0.482 2.229
C18 3.895 0.136 1.075
C19 3.238 -0.060 -0.133
C20 2.345 -0.807 -3.301
C21 3.661 -1.279 -3.340
C22 4.463 -1.051 -4.448
C23 3.960 -0.351 -5.538
C24 2.655 0.123 -5.516
C25 1.855 -0.104 -4.403
C26 0.598 2.590 -0.809
C27 1.847 3.081 -0.900
C28 2.873 3.417 0.079
C29 2.784 3.870 1.344
C30 1.597 4.034 2.163
C31 0.611 3.151 2.282
H17 0.767 -2.114 0.937
H18 1.940 -1.786 3.063
H19 3.951 -0.341 3.167
H20 4.776 0.764 1.114
H21 3.622 0.417 -1.028
H22 4.062 -1.832 -2.497
H23 5.482 -1.418 -4.464
H24 4.587 -0.173 -6.402
H25 2.265 0.674 -6.362
H26 0.840 0.278 -4.378
H27 2.172 3.295 -1.914
H28 3.865 3.463 -0.358
H29 3.700 4.262 1.774
H30 1.532 4.950 2.741
H31 -0.285 3.351 2.859

Cartesian forces, eV/Å:
Cu -0.07 -0.20 0.04
C 0.00 -0.04 0.00
C -0.01 0.03 0.04
N 0.00 -0.01 -0.15
N 0.02 0.04 0.10
C 0.04 0.04 -0.07
B -0.10 -0.05 0.01
N -0.07 0.10 0.11
C 0.05 -0.03 -0.08
C -0.01 0.01 -0.01
C 0.00 -0.01 0.03
N 0.07 0.09 0.05
N 0.12 -0.03 -0.16
C 0.23 -0.15 0.01
C -0.43 0.63 -0.09
C 0.32 0.02 0.23
N -0.07 -0.23 -0.15
N -0.04 -0.05 -0.08
C 0.05 0.01 -0.01
C 0.00 0.01 0.03
C -0.01 -0.01 -0.01
N -0.03 0.01 0.02
H 0.01 0.01 -0.01
H -0.01 0.00 0.01
H 0.00 0.00 0.00
H 0.00 -0.01 0.01
H 0.01 0.00 0.00
H 0.00 0.00 0.00
H -0.04 0.14 0.06
H -0.11 -0.36 -0.04
H 0.01 0.01 0.00
H 0.00 0.00 -0.01
H 0.01 0.00 0.00
H -0.01 0.00 0.00
N -0.03 -0.05 0.06
C -0.19 0.00 -0.10
N 0.19 0.21 0.00
S 0.08 0.00 -0.04
H -0.03 -0.02 0.01
H 0.00 0.00 -0.01
H 0.03 -0.04 0.00
H -0.07 -0.19 0.02
O -0.10 -0.10 -0.09
Si 0.19 0.17 0.15
C -0.09 0.07 -0.05
C 0.02 -0.02 0.03
C 0.01 -0.02 -0.01
C 0.00 -0.02 -0.02
C 0.01 -0.03 -0.01
C 0.03 -0.04 -0.01
C -0.01 0.01 0.08
C -0.03 0.00 -0.04
C 0.02 0.00 0.00
C -0.04 0.00 0.02
C 0.03 0.00 0.00
C 0.00 0.04 0.02
C -0.04 0.06 -0.01
C -0.03 0.08 -0.03
C -0.02 0.01 -0.01
C 0.02 0.03 0.00
C -0.03 0.14 -0.16
C 0.12 -0.33 0.27
H 0.00 0.01 0.00
H 0.00 0.01 0.00
H 0.00 0.00 0.00
H 0.00 0.00 0.01
H -0.01 0.01 0.01
H 0.01 0.00 -0.01
H -0.01 0.00 0.00
H 0.00 0.00 0.00
H 0.00 0.00 0.00
H 0.01 0.00 -0.01
H -0.03 0.04 0.00
H 0.01 -0.04 0.02
H 0.02 -0.07 0.02
H -0.04 0.03 -0.04
H 0.06 0.11 0.04

Results
- net charge = +1
- orbital gap (eV) = 7.202
- multiplicity = 1
- M (u) = 694.2